# 1
DFT (the ωB97M-V functional and the def2-TZVPD basis) results for 2 unconnected molecules or ions with the total composition CBrCl2F.

Geometry as ORCA input:
```
! RIJCOSX wB97M-V def2-TZVPD def2/J DEFGRID3
* xyz 0 1
F -1.1775 0.0938 1.2414
Cl -0.4674 1.5059 -0.7046
Br 2.7691 -0.1236 0.1345
Cl -0.5966 -1.4888 -0.6730
C -0.5276 0.0127 0.0017
*
```

E_LUMO (spin up / spin down)	-0.043 / -0.122	Ha
orbital gap (spin up / spin down)	9.459 / 5.469	eV

# 2
DFT (the ωB97M-V functional and the def2-TZVPD basis) results for 12 unconnected molecules or ions with the total composition C18H60O12.

Geometry as ORCA input:
```
! RIJCOSX wB97M-V def2-TZVPD def2/J DEFGRID3
* xyz 0 1
C 9.9206 16.7020 10.5756
H 8.2039 14.8997 11.4618
O 13.1187 10.0472 11.4525
H 12.2752 13.2008 18.6188
C 9.8533 16.4217 16.0710
H 10.3308 12.7653 8.6058
C 11.1358 14.0657 20.2138
H 10.6406 12.6032 18.7208
H 10.1490 15.8589 12.4733
H 8.8404 13.0006 9.5376
H 5.4259 13.2060 11.9810
H 9.6370 14.8098 21.2799
H 11.8079 13.2912 13.5612
C 11.2906 16.6653 15.7354
H 9.7229 16.3136 17.1638
H 13.0129 7.2849 13.2064
O 11.3665 9.2994 9.4127
O 8.9141 6.6863 15.3972
H 11.7349 7.5068 15.9965
C 10.5838 7.1085 10.1685
H 9.1759 10.1367 6.6881
O 12.0753 15.4696 15.6440
H 7.9618 10.8245 8.5728
C 11.2324 13.5027 18.8364
H 6.6642 11.0561 12.5206
H 11.4088 13.2696 20.9086
C 5.7926 13.0020 13.0013
H 9.8475 6.7487 15.4802
H 10.0175 6.6019 10.9379
H 13.3927 7.0775 15.6737
H 12.0195 9.8060 15.6811
H 9.4729 15.6004 15.4956
H 11.4032 13.6194 15.6331
H 9.2118 17.2337 15.7950
O 9.6871 10.5948 7.3652
H 9.3539 8.9395 10.0351
H 7.7931 9.2849 13.5612
C 9.5216 12.2445 9.0969
H 9.9618 16.4640 9.5265
O 9.0617 14.5220 11.3093
H 11.5296 11.1268 16.3588
H 11.7890 14.9224 20.4148
H 8.8925 12.2695 16.0392
H 6.9600 11.7457 14.1356
H 11.0349 14.9848 11.2188
H 9.0267 8.7324 15.5297
H 12.9898 15.7188 15.5244
H 12.4913 9.7255 10.7325
H 10.6878 17.4559 10.8629
H 7.4028 8.0014 15.7293
C 10.3900 8.6283 10.2374
O 12.6718 9.0805 14.0260
H 11.7038 17.3126 16.5326
H 10.2098 13.7656 13.7792
H 10.0588 11.8479 12.2440
C 8.0673 8.2406 13.7085
O 6.1989 14.1999 13.5474
H 11.2904 11.0453 13.2122
H 9.6069 11.2307 13.8697
C 6.8832 11.9801 13.0687
H 10.9528 9.5204 8.5819
C 8.3130 7.9881 15.1572
H 7.2760 7.5908 13.3520
C 10.4003 11.6576 13.2614
H 9.9545 11.5694 9.8097
C 12.3332 7.7141 13.9095
H 10.5601 9.0516 11.2362
H 11.6245 6.9236 10.2494
C 10.8681 12.9157 13.9777
H 6.2784 14.1905 14.4989
H 10.9552 14.2672 18.0703
H 4.8925 12.6435 13.4649
O 9.7915 14.5000 20.3489
O 11.3691 10.1914 16.3312
H 11.3495 17.1896 14.7736
O 8.1814 11.6146 16.1322
H 11.2761 7.6107 13.5723
O 11.0530 12.7625 15.3813
H 8.6568 10.8214 16.4143
H 8.9637 17.2132 10.6772
H 8.3346 12.1115 7.3721
C 10.0889 15.4789 11.4298
H 8.9798 8.0921 13.1627
H 12.1003 5.9919 15.1663
C 8.7368 11.3966 8.0860
H 7.7520 12.5111 12.7331
H 13.6018 10.7605 11.0242
C 12.3799 7.0659 15.2465
H 10.2103 6.7117 9.2312
H 13.0444 9.4329 13.2175
*
```

E_LUMO	0.014	Ha
structure (SMILES)	CCO.CCO.CCO.CCO.CCO.CCO.CCO.CCO.CCO.O.O.O
orbital gap	10.151	eV

# 3
DFT (the ωB97M-V functional and the def2-TZVPD basis) results for a molecular structure, C21H40Cl2DyN4O3SSi3.

Geometry as ORCA input:
```
! RIJCOSX wB97M-V def2-TZVPD def2/J DEFGRID3
* xyz 1 6
C 0.0551 3.9132 -3.1514
H 4.7862 -1.3165 -0.1872
Cl -0.8574 -2.1513 0.1176
H 3.9232 -1.8435 4.0906
S -2.4777 0.2524 1.9813
H 1.8394 -0.2885 -3.1739
H -1.9785 -3.8767 1.2983
H -6.3545 -0.8901 -2.3598
H 1.9161 4.6816 1.9467
Si 2.5315 2.2638 2.2229
C 1.6319 3.7665 1.4364
C 0.1932 5.1336 -3.7827
H 5.5056 0.2588 0.0154
Si 2.3972 -0.9495 2.2984
O -0.2431 1.4870 -1.7694
H -5.0524 0.1510 -2.9564
H 3.6565 1.9324 -2.4188
H 4.5550 3.5902 2.9130
H 2.2333 1.3797 4.5750
H 0.5819 5.1803 -4.7878
H 2.5738 -3.4429 1.9683
H -0.0698 -0.6623 2.9061
H 0.9368 -0.6138 4.3361
H 5.1310 -0.3196 -1.5908
C -0.5513 2.5574 -1.1649
H 4.0091 -0.0957 4.0363
C 2.2035 0.6453 1.2699
C 3.1861 2.1351 -1.4592
C -5.2898 -0.6873 -2.3018
C 4.7784 -0.2998 -0.5627
C 3.9381 -0.9872 3.4234
H 1.8475 3.0814 4.4967
H 1.8665 3.9040 0.3858
Si 3.0711 0.5408 -0.4029
H -5.4705 0.0091 2.0993
C -0.6660 6.2464 -1.8307
H -1.1887 4.9760 -0.1807
C -0.4384 3.8603 -1.8495
O 1.8349 -0.4371 -1.1158
H 1.2926 -1.8426 -2.4961
H 4.8477 -1.0489 2.8349
H 3.3750 -2.6043 0.6742
H -4.7436 -1.5650 -2.6483
C -0.9308 -3.6492 1.1014
N -5.7716 -0.3465 0.0952
H -2.4386 0.8065 -1.7235
H 0.3241 2.9975 -3.6568
H -0.3706 -3.4727 2.0189
H 2.2034 2.5557 -1.6581
C 2.4934 -2.5906 1.3012
H 1.6452 -2.7573 0.6490
N -3.6572 -0.1619 -0.4519
H 4.9619 1.8957 2.7766
H 0.5514 3.6702 1.5343
O -0.9685 2.4916 0.0279
H -0.9485 7.1545 -1.3220
H 0.5641 -2.1504 3.6181
C 0.8060 -1.1179 3.3861
C 1.7557 2.1389 3.9676
H 3.7810 2.8974 -0.9702
H 4.8082 2.8730 1.3376
C 2.0094 -1.0263 -2.3881
C -4.9498 -0.3908 -0.8983
C -0.8035 5.0318 -1.1884
C -3.7227 0.0273 0.9100
H -0.0426 7.2543 -3.6072
H -2.4362 -0.8457 -1.8579
Cl -0.1976 -4.9895 0.2095
N -5.0354 -0.0869 1.1948
H 0.6950 1.9031 3.9000
C 4.3883 2.6951 2.3226
N -2.4811 -0.0726 -1.1900
Dy -0.0095 0.5739 0.2980
C -0.1591 6.2992 -3.1193
H 3.0156 -1.4303 -2.4911
*
```

expectation value of S²	9.268
E_LUMO (spin up / spin down)	-0.147 / -0.084	Ha
orbital gap (spin up / spin down)	7.131 / 8.918	eV

# 4
DFT (the ωB97M-V functional and the def2-TZVPD basis) results for 2 unconnected molecules or ions with the total composition C5H15NOS.

Geometry as ORCA input:
```
! RIJCOSX wB97M-V def2-TZVPD def2/J DEFGRID3
* xyz 0 1
H 0.8556 0.6683 -0.1152
O 2.1796 -0.2602 -2.6722
N -0.0698 -1.1469 -0.8536
H -0.9915 -1.3766 -0.6148
H -0.1953 -1.3627 1.9066
H 0.4140 0.2439 2.3374
H 0.3993 -2.0091 -0.9409
H -1.3695 1.6044 -1.3170
H 2.2707 0.6741 -2.3654
H 2.5401 -1.1077 -0.5206
S -1.6013 2.0512 0.9363
C 0.6512 -0.3262 0.3591
C -2.1907 1.8996 -0.7097
H 1.3370 -0.4193 -2.2546
C 2.0709 -0.9085 0.5247
H -1.9161 -0.3642 0.6491
C -1.4886 0.2251 1.4639
H -2.0307 0.1532 2.4058
H -2.9014 1.1303 -1.0292
C -0.1146 -0.3238 1.6223
H -2.4873 2.8303 -1.1324
H 2.6093 -0.1325 1.0542
H 2.0290 -1.7427 1.2662
*
```

E_LUMO	0.031	Ha
structure (SMILES)	CSCC[C@@H](C)N.O
orbital gap	9.454	eV

# 5
DFT (the ωB97M-V functional and the def2-TZVPD basis) results for C8H9N2P in the gas phase.

Geometry as ORCA input:
```
! RIJCOSX wB97M-V def2-TZVPD def2/J DEFGRID3
* xyz 0 1
H -1.4871 1.5898 -1.6371
C -0.6904 0.8886 -1.4711
H -1.8665 0.6957 2.7094
C 1.6166 -0.3287 -0.9211
H -3.2635 -0.0326 -0.3112
N 2.6581 -1.1104 -0.4203
H -3.3650 1.2760 1.8972
C -0.6547 0.0802 -0.3080
H 3.5804 -1.1206 -0.8775
C 0.9597 -1.3212 1.1127
H -1.7171 1.5751 1.1463
H 0.5220 -1.5143 2.0175
P -2.1709 -0.4653 0.4846
H 0.4280 1.6788 -3.0904
C 0.4228 1.0726 -2.2757
N 1.5797 0.4633 -1.9360
H 2.9879 -2.2283 1.3538
C -2.3287 0.9700 1.7278
C 2.2258 -1.6348 0.7954
C 0.5629 -0.5337 0.0037
*
```

E_LUMO	0.018	Ha
structure (SMILES)	CPc1ccnc2[nH]ccc12
orbital gap	8.841	eV

# 6
DFT (the ωB97M-V functional and the def2-TZVPD basis) results for 13 unconnected molecules or ions with the total composition C8H42O13.

Geometry as ORCA input:
```
! RIJCOSX wB97M-V def2-TZVPD def2/J DEFGRID3
* xyz 0 1
H -2.8665 9.5585 20.5401
O -2.2549 4.6159 16.8026
O -1.9943 9.2524 13.7586
H -7.8717 3.3077 15.5691
C -3.1831 7.2422 14.2974
H -2.3468 6.6448 13.9344
H -10.0963 7.1340 15.0268
H -4.0558 9.5908 19.1819
O -7.6664 6.5095 20.1595
H -4.9701 7.1670 18.6107
H -7.7391 4.8287 13.3960
C -3.2492 8.6190 13.6252
H -2.5543 8.0783 17.9319
H -7.2708 6.8341 19.3505
H -2.9568 7.2054 15.3630
O -9.4512 8.9284 18.3491
H -4.0882 6.6555 14.1404
H -8.5545 6.2562 19.9076
C -11.7280 8.3379 15.5959
H -5.8794 8.8981 17.3054
C -5.9237 6.1732 17.2499
H -4.7292 9.8546 17.0733
O -11.8921 6.1068 14.8060
O -7.5094 3.9370 13.6573
H -6.2855 7.4177 21.0156
O -8.3575 6.4581 12.6900
H -5.6432 3.1597 16.3787
H -12.7069 8.6974 15.2787
H -12.7811 6.3485 14.5360
H -6.6866 7.1529 15.4513
H -7.9873 6.7894 16.4905
H -4.9841 6.0521 16.7108
H -7.3673 5.5479 15.7448
C -6.9862 6.4481 16.2269
H -4.8298 7.6341 20.6607
O -3.5392 7.1715 19.5895
H -5.0361 3.0079 15.0002
H -11.8008 7.8600 16.5729
H -1.5825 7.7730 19.3992
H -3.9796 9.1787 14.2094
O -5.6849 9.8025 17.0595
H -2.2763 4.6276 17.7595
H -6.7110 3.7413 13.1668
H -1.3541 8.7543 13.2451
H -8.5567 3.5785 16.8917
O -7.7414 3.2470 16.5154
C -11.1122 7.3034 14.6698
H -11.0140 7.7262 13.6700
H -3.4809 8.6700 12.5613
H -8.1781 7.3231 13.0585
H -11.0358 9.1798 15.6066
H -3.1679 4.4904 16.5437
H -6.1800 5.2549 17.7782
H -9.4251 7.9845 18.5060
C -2.5546 8.0905 19.0218
H -2.3879 10.2551 19.0574
H -3.2792 6.2537 19.4813
O -4.8042 3.0698 15.9268
C -3.0114 9.4590 19.4644
O -5.4990 7.8849 21.2974
H -8.8962 6.6330 11.9184
H -10.0941 9.2584 18.9769
O -5.8297 7.2463 18.1907
*
```

E_LUMO	-0.002	Ha
orbital gap	10.006	eV